[1]
Computed, not measured: 12 unconnected molecules or ions with the total composition C24H72Br2FN3O17PS2 in a non-equilibrium geometry, with ωB97M-V with the def2-TZVPD basis set.

Its net charge is +1. Its LUMO energy is -5.3 eV. The value obtained for the HOMO energy is -11.145 eV. The value obtained for the maximum force is 7.78 eV/A.

XYZ file:
```
122
Properties=species:S:1:pos:R:3:forces:R:3
C -1.6551 1.7517 2.0272 0.34 -0.04 -0.77
C -1.3040 0.1227 2.0122 0.53 1.56 0.88
O -1.2392 -0.3777 0.6176 -0.39 -2.00 1.24
C -1.2377 -1.8788 0.6098 0.69 2.03 1.44
N -1.4359 -2.2874 -0.8291 2.29 0.29 -0.57
C -1.9781 -3.6865 -0.9899 -0.38 -1.56 -1.00
C -3.4519 -3.9528 -0.3252 0.41 0.00 1.17
C -4.4848 -2.6823 -0.3768 -1.22 0.21 0.83
C -5.7236 -2.9029 -1.4782 0.46 -1.71 1.58
S -6.7606 -1.3197 -1.5909 0.52 6.57 -4.13
O -7.0326 -0.9995 -3.1126 0.41 -2.52 5.56
O -6.0427 -0.0682 -1.0224 -2.05 -4.73 -0.56
O -8.2438 -1.4552 -0.7021 2.46 0.65 -0.92
C -0.1507 -2.0803 -1.6592 -1.12 0.75 -0.39
N -0.1516 -1.0582 -2.5743 0.53 -3.15 1.50
P -1.4615 0.1037 -2.8933 -3.24 4.51 -1.06
O -1.2907 0.5734 -4.5980 -1.23 -3.30 2.72
O -3.0752 -0.5286 -2.7337 3.66 -0.33 -1.90
S -1.2743 1.8012 -1.8943 0.08 -2.60 -0.96
N 1.0530 -2.9850 -1.5411 -1.51 2.10 -1.52
C 1.1908 -3.8517 -2.7739 0.87 -3.19 -1.92
C 1.5169 -5.4529 -2.4264 0.83 0.87 -0.73
F -0.0231 -3.8812 -3.6447 1.99 0.83 2.18
C 2.3421 -2.2543 -1.2804 1.21 0.60 0.99
Br 3.4867 -3.5402 -0.1838 -1.25 -1.13 -1.83
C 2.2384 -0.8925 -0.3848 0.53 0.95 -0.41
C 2.4443 0.4609 -1.3289 0.14 0.04 -0.81
Br 3.8778 -0.9112 0.8309 -1.09 1.89 -0.03
H -2.7956 1.9438 2.2121 2.26 -0.45 -0.36
H -1.0194 2.2908 2.8491 -1.30 -1.17 -1.46
H -1.3685 2.2602 0.9883 -0.61 -1.28 2.27
H -0.2240 -0.0262 2.4974 -2.44 0.12 -0.82
H -2.1382 -0.3841 2.6649 1.78 0.49 -1.43
H -2.0889 -2.1929 1.3474 1.35 0.02 -1.92
H -0.2098 -2.2096 1.0831 -1.83 0.19 -1.00
H -1.2187 -4.4366 -0.4985 -1.46 1.12 -1.17
H -2.1035 -3.8893 -2.1591 0.60 0.40 2.56
H -3.8920 -4.9478 -0.7893 0.89 2.25 0.73
H -3.2533 -4.2093 0.8229 -0.56 0.62 -2.47
H -5.0374 -2.6326 0.6798 1.26 -0.13 -2.31
H -3.9712 -1.6310 -0.5093 -0.94 -2.26 -0.03
H -5.3285 -3.2830 -2.5128 -1.08 1.35 1.73
H -6.4361 -3.7443 -1.0450 1.41 1.81 -0.86
H -8.3741 -0.5274 -0.3265 0.46 -1.38 -0.67
H 0.7342 -0.9469 -3.1527 -1.39 -0.06 0.85
H -1.9146 -0.0080 -5.1357 1.12 1.02 0.59
H -3.3047 -1.1285 -3.5077 0.19 0.83 1.21
H 2.0827 -3.5221 -3.4955 -2.11 -0.16 1.59
H 1.0761 -5.7938 -1.3972 0.87 0.70 -2.13
H 1.1541 -6.0965 -3.3480 0.48 1.41 2.04
H 2.7090 -5.5217 -2.4524 -2.72 0.02 0.44
H 2.9892 -2.0065 -2.2233 -1.37 -0.66 1.59
H 1.3270 -0.8259 0.3430 1.62 -0.21 -1.56
H 3.4262 1.0646 -1.0185 -2.47 -1.37 -0.55
H 1.4916 1.1547 -1.3593 1.95 -1.42 0.35
H 2.6449 0.1319 -2.4587 -0.38 0.58 2.32
C -1.8040 6.0485 -1.4436 -0.23 -0.14 0.23
O -1.2380 5.4023 -2.5689 0.30 -0.58 -0.30
H -1.9091 7.1140 -1.6614 0.11 -0.18 -0.06
H -2.7884 5.6227 -1.2347 0.05 0.21 0.17
H -1.1480 5.9185 -0.5794 -0.07 0.19 0.18
H -1.1570 4.4593 -2.3463 -0.08 0.57 -0.27
C 6.9918 0.2624 2.7778 -0.01 -0.26 0.00
O 6.4621 1.5135 3.1758 -0.82 0.32 0.09
H 8.0696 0.2598 2.9566 -0.22 0.13 -0.05
H 6.5257 -0.5343 3.3626 0.12 -0.13 -0.05
H 6.8010 0.1070 1.7131 0.15 -0.14 -0.01
H 5.5052 1.4860 3.0055 0.49 0.04 0.05
C -5.2659 3.5742 -2.0043 -0.35 0.03 -0.10
O -4.7175 4.4385 -1.0264 -0.12 0.40 0.53
H -4.4580 3.0012 -2.4654 -0.04 0.10 0.15
H -5.9720 2.8879 -1.5305 0.01 -0.17 -0.24
H -5.7739 4.1650 -2.7705 -0.05 -0.23 -0.16
H -5.4572 4.9333 -0.6350 0.49 -0.24 -0.19
C 9.4495 3.8596 3.1120 -0.12 0.01 0.01
O 8.4662 3.1842 2.3498 -0.29 -0.06 0.06
H 10.2961 4.1017 2.4653 -0.16 -0.03 0.09
H 9.0274 4.7828 3.5168 0.29 0.04 0.09
H 9.7883 3.2138 3.9257 0.21 0.16 0.12
H 7.7280 2.9826 2.9497 0.26 -0.13 -0.52
C -7.6659 -6.0217 0.2151 -0.21 0.00 0.09
O -7.1175 -5.1574 1.1930 -0.03 0.52 0.26
H -6.8580 -6.5947 -0.2460 -0.03 0.11 0.14
H -8.3720 -6.7080 0.6889 -0.02 -0.11 -0.27
H -8.1739 -5.4309 -0.5511 -0.13 -0.20 -0.18
H -7.8572 -4.6626 1.5844 0.46 -0.25 -0.13
C -1.8040 -0.8493 6.0622 -0.07 -0.10 0.25
O -1.2380 -1.4956 4.9369 0.18 -0.63 -0.38
H -1.9091 0.2161 5.8445 0.06 -0.19 -0.05
H -2.7884 -1.2751 6.2711 -0.04 0.18 0.19
H -1.1480 -0.9794 6.9264 -0.16 0.17 0.12
H -1.1570 -2.4386 5.1595 0.01 0.55 -0.16
C -5.6205 5.4537 -5.6636 0.05 -0.13 -0.13
O -6.8196 4.8072 -5.2782 -0.30 -0.51 -0.05
H -5.5447 6.4065 -5.1345 -0.09 -0.19 -0.05
H -4.7660 4.8249 -5.4016 0.21 0.20 -0.06
H -5.6345 5.6376 -6.7407 0.23 0.15 0.01
H -6.8592 3.9655 -5.7633 -0.09 0.49 0.33
C -4.4082 -7.0095 -3.3545 -0.11 -0.28 -0.15
O -4.9379 -5.7585 -2.9565 -0.53 0.52 0.15
H -3.3304 -7.0121 -3.1757 -0.18 0.09 0.00
H -4.8743 -7.8063 -2.7697 0.17 -0.16 -0.12
H -4.5990 -7.1650 -4.4192 0.15 -0.21 0.04
H -5.8948 -5.7859 -3.1268 0.50 0.08 0.09
C 9.1554 7.3739 4.4693 0.02 0.19 -0.15
O 10.4644 7.3589 3.9305 0.24 0.19 -0.40
H 9.1157 6.6961 5.3252 0.11 0.09 -0.14
H 8.9070 8.3862 4.7971 -0.25 -0.08 0.11
H 8.4439 7.0404 3.7099 -0.24 0.02 0.15
H 10.4690 7.9689 3.1734 0.10 -0.38 0.44
C 8.2495 -0.0043 -0.8342 -0.04 0.09 0.20
O 7.2662 -0.6798 -1.5965 -0.68 -0.33 -0.04
H 9.0961 0.2377 -1.4810 -0.21 -0.09 0.05
H 7.8274 0.9188 -0.4295 0.28 0.09 0.11
H 8.5883 -0.6502 -0.0205 0.21 0.16 0.07
H 6.5280 -0.8814 -0.9966 0.39 0.08 -0.37
C 6.2993 3.4224 6.4184 0.05 0.00 -0.21
O 5.2918 2.6827 5.7535 -0.31 -0.08 -0.46
H 6.0936 3.4180 7.4914 -0.04 -0.05 -0.20
H 7.2727 2.9611 6.2344 0.15 0.15 0.15
H 6.2973 4.4523 6.0535 0.19 0.10 0.18
H 5.5009 2.7042 4.8042 0.01 -0.14 0.64
```
Forces are in eV/Å.



[2]
Computed, not measured: 14 unconnected molecules or ions with the total composition C2H31NO15 in a non-equilibrium geometry, with ωB97M-V with the def2-TZVPD basis set.

Its LUMO energy is 0.1 eV. The value obtained for the HOMO energy is -9.861 eV. The value obtained for the maximum force is 5.43 eV/A.

XYZ file:
```
49
Properties=species:S:1:pos:R:3:forces:R:3
C -1.0153 -2.3451 -0.0210 1.24 -0.39 -0.02
N -0.7047 -1.2208 0.8504 -0.10 0.70 -0.26
C 0.5190 -0.5727 0.9058 -2.03 0.72 0.13
O 1.5759 -1.0396 0.5622 0.95 -0.66 -0.35
O 0.4698 0.6702 1.4330 1.19 -3.98 -2.41
H -1.8062 -2.9178 0.4835 0.32 0.04 -0.45
H -1.2746 -2.0440 -1.0643 -0.12 -0.11 0.96
H -0.0545 -2.8994 -0.1211 -1.09 -0.04 0.19
H -1.5710 -0.7567 1.1319 0.72 0.09 -0.02
H 2.3011 0.1021 -1.5465 0.22 0.34 -0.35
H -0.3629 0.8532 1.9075 1.73 -1.58 -1.46
H -1.1499 1.7161 2.3600 -0.95 1.31 0.48
O -0.2875 2.0383 2.6537 -1.75 3.25 3.98
H -0.5125 2.9567 2.8452 0.00 0.25 -0.12
H -1.6928 4.4575 0.7412 0.38 -0.19 -0.37
O -1.0953 3.7573 1.0317 -0.41 0.25 0.82
H 4.4846 0.7391 -0.7163 0.23 -1.06 0.31
H 4.6212 -0.7247 -1.3968 0.29 0.37 0.70
O 4.3169 0.1816 -1.4903 0.04 0.31 -1.09
H 1.0902 -2.3880 2.2810 -0.05 -0.20 -0.06
H 1.7913 -1.7689 3.4417 0.08 -0.08 0.18
O 1.1664 -2.4734 3.2400 -0.01 0.25 0.02
H -1.0287 4.2423 -2.1489 0.00 0.40 0.03
H -2.0870 3.5261 -1.4056 -0.37 0.02 0.00
O -1.6443 4.3951 -1.4191 0.21 -0.40 -0.73
H -0.6563 3.4346 0.2394 -0.13 0.32 -0.09
H -2.9914 1.1814 -1.1913 0.41 -0.61 -0.37
O -2.7936 1.8306 -1.8619 -1.03 1.58 0.43
H 1.4619 -2.9381 -1.6776 0.32 0.14 -0.10
H 1.4711 -1.4944 -2.3752 -0.10 -0.63 0.48
O 0.9163 -2.2312 -2.0239 0.17 0.64 -0.85
H -3.0130 -1.2043 2.8175 -0.01 -0.42 -0.41
H -4.2224 -1.6619 1.9836 -0.05 0.08 -0.13
O -3.3494 -1.2698 1.8972 -0.24 0.31 0.25
H 3.7662 0.1827 1.5684 -0.37 0.31 0.00
H 4.6005 1.5209 1.3800 -0.38 -0.39 0.37
O 4.5342 0.5832 1.1541 0.70 0.36 -0.10
H -1.6444 -2.5154 4.3798 0.06 0.02 -0.14
H -1.0610 -1.1531 4.0075 0.09 -0.23 0.00
O -1.8935 -1.6368 4.0744 0.15 0.27 0.47
H 2.7803 0.4387 -2.9782 0.22 0.08 0.31
H -2.2566 1.5648 -2.6071 0.69 -0.87 0.24
O 1.9905 0.3159 -2.4452 -0.70 -0.43 -0.02
H 0.4606 0.8673 -2.9323 -0.29 -0.02 -0.04
H -0.7960 0.2891 -3.6510 0.39 -0.11 -0.12
O -0.4473 1.0844 -3.2226 -0.44 0.13 -0.16
H -1.7141 -2.0103 -3.6819 -0.26 0.01 -0.62
H -0.3204 -1.8781 -3.2924 0.42 -0.24 -0.62
O -0.8711 -1.7846 -4.1003 -0.35 0.10 1.13
```
Forces are in eV/Å.